No. 1
C47H64N14O2 | the ωB97M-V functional and the def2-TZVPD basis

Properties
LUMO energy ... -0.0409 Ha
E_tot ... -2746.19830 Ha
Frontier orbital gap ... 7.565 eV

```
! wB97M-V def2-TZVPD RIJCOSX def2/J DEFGRID3
* xyz 0 1
C 2.9804 -1.6901 5.7144
C 2.5836 -1.7477 4.2134
C 3.5503 -2.6507 3.3972
C 3.6778 -2.1922 1.9288
C 4.8827 -1.2709 1.6540
C 4.6751 0.1782 2.0303
C 3.8011 1.0271 1.4703
C 2.8458 0.6165 0.3723
C 1.4460 0.3659 0.9203
C 1.0112 0.7962 2.1692
C -0.2668 0.5089 2.6413
C -1.1476 -0.2347 1.8546
C -2.5170 -0.5615 2.4319
C -0.7349 -0.6633 0.5973
C 0.5456 -0.3621 0.1443
C 3.7259 2.4648 1.9032
O 3.4058 3.3495 1.1433
C 4.0986 2.7355 3.3297
C 4.9575 1.8917 3.8915
C 5.5368 0.7395 3.1357
O 6.6312 0.2802 3.3829
H 2.2994 -2.3037 6.3052
H 4.0037 -2.0483 5.8605
H 2.9282 -0.6478 6.0374
H 2.6073 -0.7579 3.7488
H 1.5604 -2.1225 4.1246
H 3.0693 -3.6378 3.3583
H 4.5097 -2.8028 3.8999
H 2.7154 -1.7894 1.6031
H 3.8397 -3.0996 1.3316
H 5.1984 -1.3839 0.6113
H 5.7102 -1.6400 2.2693
H 2.8155 1.4460 -0.3452
H 3.2210 -0.2640 -0.1498
H 1.6539 1.3557 2.8449
H -0.5593 0.8527 3.6289
H -2.3487 -0.7851 3.4923
H -3.1878 0.3010 2.4125
H -2.9426 -1.4491 1.9635
H -1.3828 -1.2544 -0.0509
H 0.8536 -0.7324 -0.8304
H 3.6501 3.5707 3.8485
H 5.2502 2.0473 4.9271
C 5.6541 0.3593 7.8261
C 4.3609 0.0252 8.4027
N 3.3408 -0.2406 8.8564
H 6.3248 -0.4987 7.8430
H 5.5506 0.6774 6.7896
H 6.1335 1.1674 8.3773
C -3.9884 1.2980 -1.8608
C -3.7273 -0.0957 -1.4314
N -3.5248 -1.1753 -1.0933
H -3.0463 1.7958 -2.0487
H -4.5731 1.3073 -2.7655
H -4.5145 1.8283 -1.0924
C 0.7580 5.7305 3.6912
C 1.0482 4.3844 4.1580
N 1.2772 3.3190 4.5199
H 1.6733 6.2612 3.4316
H 0.1241 5.7087 2.8059
H 0.2426 6.3085 4.4570
C -4.8487 5.8345 -3.1962
C -4.6832 4.4692 -2.7284
N -4.5521 3.3857 -2.3634
H -3.8898 6.3093 -3.3898
H -5.4258 5.8685 -4.1178
H -5.3733 6.4436 -2.4622
C 5.7072 1.5557 -2.7080
C 4.6419 0.5653 -2.7450
N 3.8001 -0.2148 -2.7743
H 6.6842 1.0789 -2.6415
H 5.6987 2.1743 -3.6043
H 5.5997 2.2150 -1.8469
C -8.1737 2.4518 -3.7228
C -8.0479 3.8955 -3.5965
N -7.9486 5.0355 -3.4959
H -8.6005 2.0128 -2.8218
H -8.8161 2.1806 -4.5543
H -7.2051 1.9835 -3.8902
C -5.1508 -4.1998 -0.7512
C -6.2952 -4.7464 -1.4618
N -7.1980 -5.1786 -2.0263
H -5.4650 -3.6201 0.1158
H -4.4885 -4.9886 -0.3982
H -4.5618 -3.5418 -1.3879
C -1.9721 6.6849 -6.6560
C -2.7064 7.4785 -5.6822
N -3.2858 8.1053 -4.9142
H -1.0321 7.1650 -6.9240
H -1.7401 5.6962 -6.2618
H -2.5502 6.5520 -7.5694
C 9.2478 -0.7535 2.3386
C 9.8647 -1.9046 1.6960
N 10.3514 -2.8123 1.1882
H 9.6133 -0.6237 3.3568
H 9.4585 0.1668 1.7927
H 8.1685 -0.8563 2.3926
C -6.2669 -7.6445 -3.9468
C -5.6616 -8.7940 -4.6045
N -5.1844 -9.7004 -5.1230
H -5.9378 -7.5602 -2.9130
H -6.0047 -6.7158 -4.4505
H -7.3533 -7.7180 -3.9406
C -8.7056 1.6299 -8.2845
C -8.6288 0.9094 -7.0228
N -8.5682 0.3392 -6.0279
H -9.7338 1.6937 -8.6373
H -8.3258 2.6456 -8.1802
H -8.1193 1.1326 -9.0558
C 11.7198 2.7090 2.0409
C 10.4773 2.8626 1.2991
N 9.4954 2.9778 0.7153
H 11.8654 3.5336 2.7372
H 11.7219 1.7835 2.6158
H 12.5769 2.6848 1.3695
C 0.4806 -3.2060 -2.3555
C -0.8163 -3.6446 -1.8616
N -1.8388 -3.9904 -1.4714
H 1.0199 -4.0279 -2.8245
H 0.3729 -2.4138 -3.0954
H 1.0993 -2.8229 -1.5457
C -9.6757 -7.8436 -1.1624
C -10.8188 -8.3881 -1.8794
N -11.7204 -8.8178 -2.4454
H -9.9911 -7.2671 -0.2940
H -9.0172 -8.6363 -0.8087
H -9.0845 -7.1831 -1.7974
*
```

No. 2
C47H65F9O31 | the ωB97M-V functional and the def2-TZVPD basis

Properties
LUMO energy ... 0.0058 Ha
E_tot ... -5061.25950 Ha
Frontier orbital gap ... 9.863 eV
SMILES ... COCCCCCCCCCCC[C@H]1COC(=O)[C@@H]1CCCOC.O=C1OC[C@@H](F)O1.O=C1OC[C@@H](F)O1.O=C1OC[C@@H](F)O1.O=C1OC[C@@H](F)O1.O=C1OC[C@@H](F)O1.O=C1OC[C@@H](F)O1.O=C1OC[C@@H](F)O1.O=C1OC[C@@H](F)O1.O=C1OC[C@@H](F)O1

```
! wB97M-V def2-TZVPD RIJCOSX def2/J DEFGRID3
* xyz 0 1
C 2.7195 0.7221 2.8893
O 3.6354 1.6048 2.2786
C 4.0296 1.2598 0.9604
C 5.5038 1.6109 0.7399
C 5.8331 2.4524 -0.4957
C 5.3839 1.8317 -1.8248
C 5.7673 2.6695 -3.0564
C 4.7250 2.6605 -4.1833
C 3.3195 3.1329 -3.7875
C 3.2984 4.3262 -2.8250
C 2.0581 5.2274 -2.9407
C 0.9928 4.9091 -1.8954
C -0.1157 3.9525 -2.3821
C -0.5983 3.0648 -1.2464
C -1.1619 3.9556 -0.1435
O -2.0585 3.1325 0.6281
C -2.1299 1.9229 0.0037
O -2.3406 0.8851 0.6408
C -1.7754 2.1009 -1.4673
C -1.4953 0.7232 -2.0687
C -1.0689 0.7311 -3.5436
C 0.0230 -0.2701 -3.8515
O 1.2905 0.2095 -3.4042
C 1.9199 -0.5922 -2.4287
H 2.6662 -0.2350 2.3690
H 1.7051 1.1291 2.9449
H 3.0477 0.5275 3.9098
H 3.3934 1.7730 0.2323
H 3.8765 0.1879 0.8124
H 5.8273 2.1259 1.6427
H 6.0848 0.6902 0.6610
H 5.4723 3.4783 -0.3977
H 6.9235 2.5262 -0.5490
H 5.8709 0.8556 -1.9006
H 4.3149 1.6295 -1.8070
H 6.0246 3.6863 -2.7618
H 6.6871 2.2468 -3.4669
H 5.0872 3.2332 -5.0391
H 4.6512 1.6266 -4.5333
H 2.7854 2.2962 -3.3383
H 2.7512 3.4010 -4.6795
H 4.1977 4.9262 -2.9396
H 3.3081 3.9352 -1.8072
H 2.3723 6.2650 -2.8148
H 1.6353 5.1624 -3.9445
H 1.4744 4.4541 -1.0273
H 0.5238 5.8313 -1.5502
H -0.9644 4.5467 -2.7324
H 0.2309 3.3571 -3.2219
H 0.2337 2.4419 -0.9023
H -0.4125 4.3928 0.5027
H -1.7490 4.7591 -0.5935
H -2.6370 2.5594 -1.9543
H -2.3681 0.0895 -1.9208
H -0.6904 0.2854 -1.4741
H -1.9246 0.4917 -4.1775
H -0.7000 1.7099 -3.8335
H 0.0887 -0.4150 -4.9292
H -0.1903 -1.2377 -3.3933
H 1.2161 -0.9540 -1.6762
H 2.4259 -1.4514 -2.8779
H 2.6636 0.0221 -1.9304
C -6.5970 2.9665 -2.0755
C -5.2980 3.3326 -2.7633
O -5.7342 4.1642 -3.8169
C -6.9170 4.7401 -3.4479
O -7.4262 5.6480 -4.0023
O -7.4013 4.1212 -2.3477
F -4.6517 2.2555 -3.2786
H -7.0517 2.0896 -2.5303
H -6.4966 2.8132 -1.0044
H -4.6001 3.8886 -2.1330
C 0.8070 3.0175 5.5727
C 1.1161 3.9782 4.4396
O 2.2939 4.6109 4.8855
C 2.9398 3.7623 5.7408
O 4.0496 3.9003 6.1157
O 2.1157 2.7487 6.0855
F 0.1441 4.9154 4.2614
H 0.2073 3.5097 6.3402
H 0.3250 2.0944 5.2622
H 1.3139 3.4905 3.4816
C -3.7580 -2.2606 1.2622
C -3.4145 -3.4496 0.3938
O -2.6735 -4.2756 1.2796
C -3.0666 -3.9929 2.5465
O -2.8301 -4.6836 3.4835
O -3.7944 -2.8638 2.5724
F -2.6412 -3.1244 -0.6690
H -2.9666 -1.5108 1.2222
H -4.7099 -1.8104 1.0122
H -4.2753 -4.0151 0.0327
C 2.3548 -3.2666 -6.2183
C 1.9301 -4.2381 -5.1338
O 0.6701 -3.7229 -4.7448
C 0.1453 -3.0278 -5.7913
O -0.9647 -2.6239 -5.8348
O 1.0878 -2.8321 -6.7355
F 2.7690 -4.2200 -4.0750
H 2.8863 -2.4205 -5.7828
H 2.9534 -3.7128 -7.0059
H 1.8035 -5.2697 -5.4676
C -3.3412 2.3635 3.3725
C -4.8505 2.4566 3.3165
O -5.2496 1.5711 4.3443
C -4.2432 1.4968 5.2643
O -4.3500 1.0272 6.3421
O -3.1219 2.0573 4.7603
F -5.3619 2.0323 2.1310
H -2.9732 1.5485 2.7499
H -2.8344 3.2843 3.0988
H -5.2569 3.4475 3.5275
C -1.2811 -6.3627 5.6416
C -0.9421 -7.5421 4.7567
O -0.2116 -8.3812 5.6375
C -0.6010 -8.1092 6.9141
O -0.3463 -8.7795 7.8543
O -1.3320 -6.9755 6.9396
F -0.1552 -7.2103 3.7057
H -0.4821 -5.6230 5.6232
H -2.2244 -5.8889 5.3981
H -1.8071 -8.0903 4.3808
C 0.3392 -2.9047 8.1694
C 1.4327 -3.6342 7.4136
O 1.3926 -3.0066 6.1447
C 0.8940 -1.7482 6.3083
O 0.9511 -0.8871 5.5020
O 0.3552 -1.6220 7.5371
F 1.1763 -4.9574 7.2753
H -0.6264 -3.3848 8.0045
H 0.5277 -2.8028 9.2333
H 2.4313 -3.5205 7.8371
C 6.5713 -5.5000 -3.0568
C 7.8172 -4.9919 -3.7550
O 7.2740 -4.2098 -4.8039
C 6.0394 -3.7809 -4.4260
O 5.4166 -2.9432 -4.9828
O 5.6341 -4.4527 -3.3275
F 8.5664 -5.9896 -4.2788
H 6.2269 -6.4271 -3.5166
H 6.6857 -5.6366 -1.9861
H 8.4599 -4.3615 -3.1388
C -9.2541 -1.6322 -1.1194
C -8.8478 -0.7430 -2.2803
O -7.6774 -0.1176 -1.7741
C -7.1208 -0.9370 -0.8441
O -6.0218 -0.8148 -0.4217
O -7.9896 -1.9046 -0.4987
F -9.7698 0.2034 -2.5629
H -9.8897 -1.0831 -0.4243
H -9.7356 -2.5583 -1.4158
H -8.5960 -1.2731 -3.1997
*
```